Entry 1:
Formula: C63H123F3N6O15
Source: the OMol25 dataset
Level of theory: the ωB97M-V functional and the def2-TZVPD basis

Positions of all 210 atoms, in Å:
1 C -0.99537 -7.19348 3.41715
2 C -0.10186 -5.97907 3.26516
3 C -1.00650 -4.72988 3.67278
4 C 1.11414 -6.09145 4.36518
5 C 2.35803 -5.21675 4.09338
6 C 2.80273 -5.25038 2.60671
7 C 1.64520 -4.96412 1.59034
8 C 1.27124 -3.50448 1.52229
9 C 2.27386 -5.37312 0.25141
10 N 0.52617 -5.91347 1.91651
11 O -0.42273 -5.91169 0.95322
12 H -1.18182 -7.37861 4.47501
13 H -2.02113 -7.13294 3.05347
14 H -0.49970 -7.98850 2.86005
15 H -1.69500 -4.43311 2.88158
16 H -1.74863 -4.94761 4.44085
17 H -0.41152 -3.93719 4.12637
18 H 0.74546 -5.86829 5.36637
19 H 1.41208 -7.13992 4.37225
20 H 2.12881 -4.24627 4.53352
21 H 3.10617 -5.60431 4.78489
22 H 3.11365 -6.27089 2.38311
23 H 3.56276 -4.46976 2.57375
24 H 2.03718 -2.89609 1.04135
25 H 1.10868 -2.99112 2.46999
26 H 0.34333 -3.31795 0.98165
27 H 2.49343 -6.44058 0.27207
28 H 3.16964 -4.78792 0.04353
29 H 1.60173 -5.10846 -0.56485
30 H -0.53926 -6.85369 0.80950
31 C 2.47436 3.91583 -3.47241
32 C 3.17867 5.06940 -2.93858
33 C 4.38952 5.37866 -3.88221
34 C 2.32416 6.36909 -2.89094
35 C 1.38351 6.43333 -1.75830
36 C 2.09812 6.21835 -0.39714
37 C 3.05910 4.97827 -0.28556
38 C 4.08781 5.19576 0.78665
39 C 2.26856 3.74382 0.19556
40 N 3.78668 4.83531 -1.54408
41 O 4.57754 3.68898 -1.47687
42 H 1.79618 4.13268 -4.29772
43 H 3.19140 3.16883 -3.81293
44 H 1.72655 3.55049 -2.76857
45 H 5.09007 4.54372 -3.89687
46 H 4.02961 5.52072 -4.90122
47 H 4.85776 6.28235 -3.49210
48 H 2.96547 7.22909 -2.69803
49 H 1.80387 6.66155 -3.80300
50 H 0.65130 7.24074 -1.76712
51 H 0.70138 5.58666 -1.83535
52 H 1.39263 6.30551 0.42917
53 H 2.75808 7.08542 -0.36981
54 H 4.54025 4.27755 1.16121
55 H 3.81929 5.65755 1.73678
56 H 4.97174 5.73926 0.45292
57 H 2.91192 2.86991 0.29784
58 H 1.43592 3.55312 -0.48152
59 H 1.76960 3.84905 1.15892
60 H 5.46063 3.95690 -1.74140
61 C -2.67363 -0.16421 -7.31863
62 C -2.78692 0.93028 -6.26103
63 C -2.54219 2.30010 -7.12545
64 C -4.16211 0.93596 -5.64258
65 C -4.34107 1.85017 -4.42204
66 C -3.25887 1.38935 -3.45009
67 C -1.80532 1.48578 -4.00133
68 C -1.30892 2.93586 -4.17852
69 C -0.91999 0.79768 -2.89583
70 N -1.78690 0.65031 -5.25987
71 O -0.53424 0.48249 -5.77648
72 H -3.48890 -0.28987 -8.03111
73 H -1.76285 -0.17635 -7.91733
74 H -2.75260 -1.06654 -6.71227
75 H -1.57618 2.13615 -7.60300
76 H -3.10313 2.42887 -8.05112
77 H -2.79457 3.26526 -6.68629
78 H -4.80333 1.32042 -6.43576
79 H -4.44355 -0.09282 -5.41786
80 H -4.29566 2.91419 -4.65421
81 H -5.24858 1.57550 -3.88438
82 H -3.43385 0.34683 -3.18434
83 H -3.27556 2.00310 -2.54946
84 H -0.92867 3.40705 -3.27216
85 H -1.98420 3.61868 -4.69413
86 H -0.43918 3.00125 -4.83227
87 H -1.37754 -0.12222 -2.53177
88 H -0.78334 1.59833 -2.16893
89 H 0.07504 0.52978 -3.25115
90 H -0.21230 -0.33735 -5.39462
91 C 2.29583 1.40105 7.88513
92 C 2.96923 0.66442 6.69132
93 C 4.53101 0.88201 6.64465
94 C 2.78120 -0.83944 7.03802
95 C 2.99681 -1.85735 5.89065
96 C 2.25794 -1.39775 4.65628
97 C 2.34592 0.08570 4.24520
98 C 3.65199 0.22445 3.48244
99 C 1.05942 0.41735 3.43697
100 N 2.45230 0.98512 5.41042
101 O 2.18282 2.34248 5.12424
102 H 1.28478 1.76322 7.69885
103 H 2.51979 0.88601 8.81930
104 H 2.72773 2.39811 7.97141
105 H 4.90070 1.65340 5.96909
106 H 5.12881 1.05401 7.53972
107 H 4.86693 -0.06621 6.22495
108 H 3.57525 -1.15020 7.71699
109 H 1.74184 -0.91466 7.35769
110 H 4.04248 -2.11489 5.72230
111 H 2.52200 -2.71378 6.36940
112 H 1.21262 -1.70342 4.61197
113 H 2.55826 -1.92133 3.74866
114 H 3.69335 1.25189 3.12083
115 H 3.65258 -0.48185 2.65223
116 H 4.61610 0.03933 3.95606
117 H 0.86105 -0.37187 2.71179
118 H 1.30184 1.32849 2.89002
119 H 0.30353 0.66245 4.18306
120 H 3.07074 2.67748 4.97942
121 C -8.43755 2.55896 2.40893
122 C -6.98908 2.12909 1.81330
123 C -5.90239 3.09842 2.24966
124 C -6.67557 0.75372 2.47931
125 C -7.39161 -0.53509 1.95209
126 C -7.05688 -0.58630 0.49803
127 C -7.40676 0.60652 -0.35759
128 C -6.82240 0.40324 -1.78451
129 C -8.95662 0.48640 -0.57596
130 N -6.98848 1.86951 0.36092
131 O -7.04164 3.00774 -0.48345
132 H -9.01166 2.91072 1.55175
133 H -8.91465 1.65162 2.77934
134 H -8.46120 3.32439 3.18461
135 H -4.96740 2.61985 1.95833
136 H -5.87685 4.04561 1.71088
137 H -6.02039 3.38807 3.29382
138 H -5.59314 0.63908 2.53666
139 H -7.00175 0.83693 3.51603
140 H -7.20692 -1.44855 2.51741
141 H -8.46701 -0.45448 2.11060
142 H -7.42696 -1.54569 0.13649
143 H -6.04774 -0.98874 0.40983
144 H -6.87097 -0.58855 -2.23407
145 H -5.82636 0.83409 -1.88639
146 H -7.22785 1.01110 -2.59335
147 H -9.55901 0.38958 0.32729
148 H -9.35819 -0.15119 -1.36356
149 H -9.41776 1.45281 -0.77970
150 H -6.10216 3.09956 -0.65823
151 C 7.04408 -2.07411 -3.95284
152 C 5.99305 -0.93166 -3.80025
153 C 6.72748 0.43804 -3.56131
154 C 5.05962 -0.78798 -5.03491
155 C 3.53146 -0.35609 -4.77384
156 C 2.88369 -0.93713 -3.48127
157 C 3.85962 -0.77143 -2.25891
158 C 3.73917 0.73767 -1.80923
159 C 3.43454 -1.56795 -1.09819
160 N 5.21924 -1.29280 -2.50228
161 O 6.13646 -1.12309 -1.40885
162 H 6.93086 -3.15369 -3.85388
163 H 7.70667 -1.78240 -4.76769
164 H 7.77881 -1.93519 -3.15976
165 H 6.23279 1.25732 -4.08301
166 H 7.04907 0.77248 -2.57499
167 H 7.69925 0.40421 -4.05387
168 H 5.39899 -0.02158 -5.73173
169 H 5.10722 -1.63035 -5.72502
170 H 3.66466 0.72448 -4.72145
171 H 2.93241 -0.66233 -5.63143
172 H 2.82007 -2.01946 -3.59363
173 H 1.94134 -0.42669 -3.28246
174 H 2.77153 1.04188 -1.41018
175 H 3.99785 1.41068 -2.62669
176 H 4.37537 1.11046 -1.00650
177 H 3.62051 -2.64133 -1.06112
178 H 2.35382 -1.44773 -1.02267
179 H 3.83462 -1.24307 -0.13773
180 H 6.26790 -2.04517 -1.17627
181 O -2.72447 -2.18971 4.13071
182 C -2.06606 -1.78219 5.10124
183 O -1.64239 -0.48995 5.37103
184 C -0.75378 -0.47542 6.40147
185 C -0.92770 -1.89795 6.99503
186 F -1.62891 -1.99806 8.17598
187 O -1.47412 -2.55521 5.91618
188 H 0.26690 -0.25810 6.08669
189 H -1.02389 0.31181 7.10533
190 H 0.05952 -2.34765 7.10112
191 O 0.40793 1.12347 0.24959
192 C -0.68790 0.54952 0.27521
193 O -1.85962 1.15763 0.22767
194 C -2.87486 0.15291 0.07591
195 C -2.18108 -1.08985 0.40222
196 F -2.73455 -1.88801 -0.55108
197 O -0.79725 -0.77224 0.23743
198 H -3.68662 0.33563 0.78002
199 H -3.30411 0.11175 -0.92516
200 H -2.35855 -1.40829 1.42945
201 O -0.13396 -2.12012 -4.88724
202 C -1.09486 -2.63890 -4.38782
203 O -1.14041 -3.01554 -3.07857
204 C -2.18480 -3.97618 -2.96504
205 C -3.10146 -3.57750 -4.14115
206 F -4.10165 -2.69553 -3.79912
207 O -2.22469 -3.08064 -5.07696
208 H -1.93487 -5.03576 -2.91093
209 H -2.59916 -3.81120 -1.97046
210 H -3.62628 -4.43763 -4.55688

Computed properties:
SMILES: CC1(C)CCCC(C)(C)N1O.CC1(C)CCCC(C)(C)N1O.CC1(C)CCCC(C)(C)N1O.CC1(C)CCCC(C)(C)N1O.CC1(C)CCCC(C)(C)N1O.CC1(C)CCCC(C)(C)N1O.O=C1OC[C@@H](F)O1.O=C1OC[C@@H](F)O1.O=C1OC[C@@H](F)O1
Charge: 0
Kohn-Sham gap: 0.3023 hartree

These are the Löwdin partial charges, in e, on atoms 1 to 2: number 1, C, carries -0.06; number 2, C, carries -0.43

Entry 2:
Formula: C63H138N6O9
Source: the OMol25 dataset
Level of theory: the ωB97M-V functional and the def2-TZVPD basis

Positions of all 216 atoms, in Å:
1 C -20.13884 -15.71653 8.45085
2 C -21.33247 -15.40429 7.57499
3 C -20.94295 -15.76750 6.16207
4 C -22.61217 -16.19220 8.00128
5 C -23.26876 -15.68097 9.30082
6 C -23.46212 -14.18352 9.18810
7 C -22.28179 -13.29413 8.75432
8 C -22.89042 -11.91892 8.40105
9 C -21.36357 -12.99655 9.92911
10 N -21.62871 -13.94962 7.61686
11 O -20.71876 -13.19615 7.01856
12 H -19.59136 -16.61047 8.15211
13 H -19.36960 -14.94820 8.37302
14 H -20.48853 -15.73114 9.48313
15 H -20.07513 -15.20845 5.81215
16 H -20.66952 -16.81911 6.07568
17 H -21.78812 -15.51978 5.51988
18 H -23.39511 -16.04528 7.25729
19 H -22.41083 -17.24875 8.17806
20 H -24.25760 -16.07866 9.52918
21 H -22.72220 -15.87933 10.22279
22 H -23.81694 -13.95256 10.19252
23 H -24.32390 -14.03447 8.53756
24 H -22.16028 -11.25281 7.94139
25 H -23.49514 -11.42609 9.16232
26 H -23.62458 -12.00509 7.59999
27 H -21.98199 -12.40144 10.60106
28 H -20.54872 -12.31932 9.67322
29 H -21.03736 -13.88767 10.46539
30 H -21.06713 -13.19437 6.12399
31 C -11.00319 -18.50554 12.76731
32 C -10.98873 -18.75358 14.27674
33 C -11.24370 -20.30178 14.46640
34 C -9.57114 -18.28616 14.69613
35 C -9.52819 -18.27929 16.24202
36 C -10.53902 -17.30923 16.80821
37 C -12.00329 -17.57857 16.32625
38 C -12.57013 -18.68580 17.22413
39 C -12.71664 -16.27268 16.49569
40 N -12.03374 -17.87432 14.86535
41 O -13.24591 -18.22761 14.48226
42 H -11.02559 -17.44544 12.51476
43 H -10.32904 -19.10374 12.15430
44 H -12.01411 -18.66313 12.39139
45 H -11.40168 -20.34957 15.54383
46 H -12.11479 -20.72098 13.96284
47 H -10.28951 -20.78607 14.25891
48 H -8.88727 -19.01404 14.25952
49 H -9.35098 -17.29441 14.30108
50 H -9.76450 -19.29202 16.56858
51 H -8.54447 -17.97692 16.60114
52 H -10.20889 -16.32814 16.46677
53 H -10.44906 -17.31639 17.89447
54 H -13.50775 -19.14545 16.91154
55 H -12.83045 -18.24549 18.18665
56 H -11.84698 -19.48049 17.40752
57 H -12.77397 -16.12867 17.57462
58 H -13.74164 -16.27694 16.12493
59 H -12.25117 -15.38514 16.06706
60 H -13.57740 -17.48158 13.97713
61 C -23.20485 -19.87423 14.00782
62 C -23.84452 -18.61851 13.36470
63 C -23.61761 -17.31357 14.23707
64 C -23.12848 -18.43545 12.00087
65 C -23.58004 -19.39528 10.85032
66 C -25.14646 -19.35812 10.68502
67 C -25.91618 -19.63377 12.02618
68 C -27.40952 -19.35799 11.78431
69 C -25.81899 -21.16848 12.35125
70 N -25.32523 -18.79703 13.16048
71 O -26.04706 -18.95349 14.39624
72 H -23.93834 -20.28766 14.70003
73 H -22.92104 -20.69383 13.34767
74 H -22.25075 -19.66923 14.49336
75 H -22.54270 -17.14659 14.16782
76 H -24.06200 -16.39692 13.84927
77 H -23.98055 -17.35067 15.26420
78 H -23.11035 -17.40253 11.65324
79 H -22.04737 -18.56594 12.04855
80 H -23.11512 -19.10648 9.90770
81 H -23.16460 -20.39059 11.00796
82 H -25.15484 -20.11376 9.89950
83 H -25.43038 -18.37022 10.32233
84 H -28.05595 -19.37700 12.66173
85 H -27.72331 -20.09219 11.04230
86 H -27.56600 -18.35643 11.38370
87 H -24.80103 -21.53653 12.22317
88 H -26.47820 -21.77070 11.72604
89 H -26.06293 -21.34812 13.39830
90 H -25.93785 -19.89680 14.53704
91 C -17.78563 -20.03279 8.39951
92 C -19.14326 -20.75951 8.67345
93 C -20.27745 -19.70785 8.73264
94 C -19.28110 -21.55025 7.33430
95 C -20.32538 -22.63380 7.28003
96 C -20.07363 -23.53431 8.41158
97 C -20.00219 -22.89798 9.92996
98 C -21.43632 -22.55098 10.42916
99 C -19.32521 -23.87107 10.87415
100 N -19.13421 -21.71379 9.83722
101 O -18.89401 -21.08046 11.03538
102 H -17.01325 -20.70958 8.03417
103 H -17.92601 -19.16755 7.75163
104 H -17.37657 -19.68291 9.34733
105 H -20.33614 -19.06595 7.85365
106 H -21.28094 -20.11597 8.85335
107 H -20.10161 -19.09036 9.61348
108 H -19.56041 -20.84047 6.55564
109 H -18.30175 -21.90285 7.01078
110 H -21.34820 -22.25749 7.29848
111 H -20.31008 -23.13502 6.31222
112 H -19.19356 -24.14782 8.21875
113 H -20.96106 -24.15269 8.54642
114 H -21.43884 -21.79472 11.21413
115 H -21.86699 -23.45548 10.85869
116 H -22.09154 -22.16377 9.64886
117 H -18.28365 -24.02843 10.59394
118 H -19.74990 -24.86801 10.99170
119 H -19.13543 -23.46064 11.86593
120 H -18.18721 -21.55474 11.47933
121 C -17.34393 -17.52283 19.60389
122 C -17.67979 -16.78731 18.28477
123 C -16.73653 -15.56865 18.17402
124 C -17.40692 -17.71284 17.10568
125 C -18.38241 -18.94592 16.81654
126 C -19.83538 -18.37739 16.82945
127 C -20.18818 -17.34555 18.01744
128 C -21.37888 -16.55201 17.46498
129 C -20.61318 -18.09861 19.32536
130 N -19.06818 -16.33200 18.23404
131 O -19.42360 -15.47723 19.28071
132 H -17.80137 -18.50805 19.69435
133 H -16.28155 -17.70765 19.76292
134 H -17.59426 -16.94821 20.49566
135 H -15.68036 -15.81703 18.06962
136 H -17.11552 -15.04512 17.29631
137 H -16.76854 -14.75989 18.90408
138 H -17.18644 -17.13231 16.20988
139 H -16.44249 -18.17332 17.32000
140 H -18.08067 -19.49005 15.92156
141 H -18.22227 -19.70054 17.58661
142 H -20.35571 -19.30092 17.08330
143 H -20.16991 -18.02197 15.85483
144 H -22.14029 -17.26733 17.15408
145 H -21.03389 -15.92182 16.64525
146 H -21.76822 -15.91704 18.26080
147 H -20.81414 -17.41623 20.15124
148 H -19.85242 -18.77948 19.70714
149 H -21.53367 -18.65723 19.15582
150 H -19.85925 -14.74960 18.83088
151 C -17.36092 -13.32083 10.18278
152 C -16.87256 -12.83380 11.55290
153 C -16.85412 -11.33297 11.42028
154 C -17.79193 -13.23507 12.72122
155 C -17.21258 -13.05147 14.15839
156 C -15.84344 -13.78268 14.16471
157 C -14.79350 -13.30067 13.14601
158 C -14.25111 -11.93159 13.60023
159 C -13.67611 -14.30931 13.23554
160 N -15.46153 -13.34556 11.81643
161 O -14.59036 -13.09526 10.76911
162 H -17.37946 -14.39297 9.98717
163 H -18.39321 -13.00547 10.03103
164 H -16.75497 -12.84648 9.41082
165 H -17.83071 -10.94539 11.13020
166 H -16.69947 -10.68489 12.28292
167 H -16.06107 -10.99998 10.75072
168 H -18.71013 -12.66407 12.58345
169 H -18.00554 -14.29531 12.58570
170 H -17.26627 -12.00628 14.46302
171 H -17.75244 -13.67042 14.87502
172 H -15.94975 -14.84536 13.94674
173 H -15.40566 -13.82444 15.16206
174 H -13.43969 -11.73608 12.89918
175 H -13.87184 -11.90251 14.62170
176 H -15.04771 -11.20845 13.42531
177 H -13.96380 -15.32070 12.94844
178 H -13.12520 -14.28900 14.17586
179 H -12.93292 -14.00789 12.49736
180 H -14.47933 -13.94835 10.34305
181 C -16.46560 -23.31890 14.64634
182 C -16.14841 -22.09030 13.75759
183 C -14.75050 -21.56286 13.94719
184 O -16.39607 -22.37652 12.41915
185 H -17.51797 -23.57410 14.52192
186 H -16.26308 -23.13523 15.70149
187 H -15.97531 -24.21010 14.25456
188 H -16.71079 -21.23877 14.14064
189 H -14.48128 -20.89080 13.13234
190 H -14.02657 -22.36890 14.06678
191 H -14.75026 -20.85519 14.77623
192 H -15.85684 -23.12588 12.15592
193 C -13.59061 -18.28720 9.61842
194 C -13.24391 -16.98750 10.36952
195 C -11.82072 -16.48788 10.03437
196 O -14.16065 -15.97139 10.06857
197 H -13.05228 -18.28425 8.67063
198 H -14.67786 -18.36170 9.59748
199 H -13.22858 -19.16148 10.15941
200 H -13.42190 -17.18325 11.42693
201 H -11.05383 -17.24971 10.17444
202 H -11.55180 -15.65896 10.68910
203 H -11.75451 -16.11933 9.01070
204 H -14.97917 -16.21732 10.50576
205 C -17.04545 -17.91105 13.34248
206 C -17.24510 -17.68384 11.84009
207 C -18.62891 -17.22062 11.43617
208 O -16.32318 -16.59960 11.59776
209 H -16.03277 -17.73919 13.70725
210 H -17.27440 -18.92929 13.65691
211 H -17.66786 -17.34248 14.03346
212 H -16.86594 -18.52675 11.26229
213 H -19.02662 -16.32813 11.91926
214 H -19.34629 -18.00524 11.67665
215 H -18.69673 -17.13077 10.35199
216 H -16.66466 -15.76832 11.93536

Computed properties:
SMILES: CC1(C)CCCC(C)(C)N1O.CC1(C)CCCC(C)(C)N1O.CC1(C)CCCC(C)(C)N1O.CC1(C)CCCC(C)(C)N1O.CC1(C)CCCC(C)(C)N1O.CC1(C)CCCC(C)(C)N1O.CC(C)O.CC(C)O.CC(C)O
Charge: 0
Kohn-Sham gap: 0.3064 hartree

These are the Löwdin partial charges, in e, on atoms 1 to 2: number 1, C, carries -0.03; number 2, C, carries -0.49

HOMO level? In order: -7.85; -7.92 eV.
Molecular weight? In order: 1261.70; 1123.83 g/mol.